Entry 1:
Computed, not measured: 5 unconnected molecules or ions with the total composition C17H19Cl4N3, with ωB97M-V/def2-TZVPD.

As for the orbital gap (alpha / beta): 2.302 / 6.665 eV. The charge is -1. As for the spin multiplicity: 2. For the relative energy (zero: lowest compared OMol25 entry of this formula, charge and spin), the calculation gives 0.0 kcal/mol.

Last column: natural (NBO) charge in e.
Atoms and positions in Å:
N -2.097 -0.130 -3.711  -0.4228
C -1.238 0.813 -4.026  0.0211
C -0.740 1.743 -3.075  -0.2682
C -1.172 1.709 -1.766  -0.1900
C -2.147 0.733 -1.446  -0.2571
C -2.563 -0.193 -2.396  0.0153
H -0.860 0.744 -5.036  0.1843
H 0.024 2.450 -3.360  0.2056
H -0.904 2.374 -0.958  0.2105
H -2.539 0.653 -0.442  0.2491
H -3.285 -0.974 -2.213  0.2249
N -3.230 -1.309 1.372  -0.6201
C -4.110 -0.430 1.824  0.0198
C -5.497 -0.545 1.588  -0.4172
C -5.919 -1.592 0.691  -0.3575
C -5.002 -2.541 0.264  -0.2490
C -3.668 -2.418 0.700  -0.1842
H -3.693 0.387 2.394  0.1501
H -6.198 0.139 2.044  0.1827
H -6.958 -1.742 0.440  0.1776
H -5.364 -3.298 -0.416  0.1873
H -2.872 -3.095 0.425  0.1589
N 6.664 0.553 -1.416  -0.4269
C 5.918 -0.537 -1.164  0.0355
C 5.075 -0.706 -0.023  -0.2621
C 4.969 0.315 0.903  -0.1684
C 5.770 1.507 0.643  -0.2527
C 6.552 1.586 -0.552  0.0125
H 5.973 -1.313 -1.913  0.1907
H 4.471 -1.583 0.156  0.2308
H 4.338 0.168 1.767  0.2291
H 5.741 2.308 1.367  0.2153
H 7.038 2.528 -0.761  0.1900
C 0.118 -1.496 0.900  -0.3555
Cl 0.127 -2.998 1.902  -0.0361
Cl 1.701 -1.279 0.030  -0.0897
H -0.647 -1.555 0.127  0.2466
H -0.162 -0.634 1.506  0.2215
C 1.169 1.930 2.609  -0.3922
Cl 2.554 3.092 2.679  -0.0578
Cl 1.423 0.636 3.755  -0.0058
H 0.291 2.464 2.972  0.2224
H 0.950 1.537 1.616  0.2317

Forces on atoms 1 to 6 (eV/Å):
N -1.0 -0.5 1.8
C 0.3 0.1 1.4
C 0.4 0.0 -0.3
C -1.6 -1.3 -0.3
C 0.3 -0.3 -0.2
C 1.0 1.1 -2.0

---

Entry 2:
Computed, not measured: a molecular structure, C6H8LiO6Tl, with ωB97M-V/def2-TZVPD.

As for the orbital gap: 7.408 eV. The charge is 0. For the relative energy (zero: lowest compared OMol25 entry of this formula, charge and spin), the calculation gives 14.7 kcal/mol.

Last column: Mulliken charge in e.
Atoms and positions in Å:
O -0.291 -0.518 -2.170  -0.8282
C 0.672 -1.012 0.773  0.8773
C 1.025 -0.143 -2.316  -0.4177
O 0.273 -2.116 0.433  -0.6167
O 1.493 -0.268 0.070  -0.3669
C 1.924 -0.716 -1.230  -0.6232
H 1.148 0.962 -2.303  0.2697
H 1.464 -0.486 -3.277  0.3055
H 2.954 -0.354 -1.333  0.3592
H 1.910 -1.812 -1.253  0.4114
Tl -1.161 -2.171 -1.332  0.6148
O 0.129 -0.441 1.899  -0.2807
C -2.481 -0.342 0.737  -0.5768
C 0.123 0.985 2.062  -0.4005
O -2.598 -0.859 -0.390  -0.4317
O -1.749 0.863 0.578  0.0143
C -1.290 1.467 1.769  -0.4682
H 0.844 1.456 1.387  0.2737
H 0.399 1.195 3.101  0.3516
H -1.289 2.560 1.657  0.3299
H -1.967 1.186 2.586  0.3396
Li -1.534 0.565 -1.446  0.8636

Forces on atoms 1 to 6 (eV/Å):
O 1.1 3.4 -1.1
C -1.8 0.0 0.7
C 0.8 0.4 -0.2
O 1.7 0.6 1.7
O 0.1 0.7 0.7
C 0.2 -0.5 -0.3

---

Entry 3:
Computed, not measured: C4H6N2O in the gas phase, with ωB97M-V/def2-TZVPD.

As for the orbital gap: 9.147 eV. The charge is 0. For the relative energy (zero: lowest compared OMol25 entry of this formula, charge and spin), the calculation gives 27.2 kcal/mol. Its SMILES is COc1cnc[nH]1.

Last column: natural (NBO) charge in e.
Atoms and positions in Å:
C 0.796 1.907 0.503  -0.2501
O -0.076 1.340 -0.464  -0.4878
C -0.143 0.002 -0.321  0.3947
C 0.655 -0.911 0.309  -0.2086
N 0.090 -2.166 0.216  -0.4408
C -1.015 -2.005 -0.457  0.1505
N -1.212 -0.696 -0.817  -0.5473
H 1.828 1.573 0.340  0.1784
H 0.478 1.601 1.506  0.1848
H 0.740 2.991 0.398  0.1984
H 1.594 -0.738 0.816  0.2104
H -1.718 -2.786 -0.713  0.1948
H -1.988 -0.303 -1.324  0.4224

Forces on atoms 1 to 6 (eV/Å):
C 0.2 0.2 0.1
O -0.1 -0.1 0.0
C 0.0 -0.2 0.1
C 0.1 0.2 0.1
N -0.2 0.0 -0.2
C 0.0 -0.2 0.0

---

Entry 4:
Computed, not measured: a molecular structure, C4H5NOS, with ωB97M-V/def2-TZVPD.

As for the orbital gap: 8.846 eV. The charge is 0. For the relative energy (zero: lowest compared OMol25 entry of this formula, charge and spin), the calculation gives 115.8 kcal/mol.

Last column: natural (NBO) charge in e.
Atoms and positions in Å:
C 0.851 -1.370 0.740  -0.3193
C 1.161 0.057 0.593  -0.3050
C 1.263 0.922 -0.563  0.1241
C -1.911 0.123 -0.388  0.1157
H 0.883 -1.954 -0.115  0.1879
H 0.000 -1.759 1.755  0.2393
H 0.789 0.809 1.308  0.2474
H 1.899 1.811 -0.516  0.2044
H -2.738 -0.709 -0.157  0.1913
N 0.468 1.116 -1.524  -0.5267
O -1.866 0.995 0.563  -0.5877
S -0.799 -0.041 -1.696  0.4285

Forces on atoms 1 to 6 (eV/Å):
C -2.3 6.0 3.4
C -2.7 -4.9 1.5
C 1.1 1.1 -0.2
C -1.1 2.2 5.7
H 0.4 -1.4 -1.2
H 3.5 1.3 -3.3

---

Entry 5:
Computed, not measured: a molecular structure, C32H37N10O2STi, with ωB97M-V/def2-TZVPD.

As for the orbital gap (alpha / beta): 5.890 / 7.124 eV. The charge is +1. As for the spin multiplicity: 3. For the relative energy (zero: lowest compared OMol25 entry of this formula, charge and spin), the calculation gives 0.0 kcal/mol.

Last column: Mulliken charge in e.
Atoms and positions in Å:
Ti -0.153 -0.401 -0.003  -0.7299
C 2.240 3.371 -0.618  -2.0832
C 1.518 2.158 -0.119  0.2210
N 0.823 1.382 -0.860  0.4330
C 0.764 1.542 -2.307  -1.3692
C 0.559 0.163 -2.965  -0.1695
N 0.784 -0.920 -1.993  0.3900
C 0.452 -2.265 -2.517  -1.0220
C -0.056 -3.137 -1.377  -0.5207
N -1.065 -2.340 -0.669  -0.0133
C -1.757 -2.989 0.452  -1.1818
C -0.874 -2.950 1.684  -0.8513
N -0.246 -1.640 1.750  1.0452
C 0.394 -1.282 2.853  0.6954
C 0.399 -2.125 4.090  -1.8821
C 1.089 -0.044 2.762  -0.1827
C 1.749 0.634 3.809  -0.5959
C 2.345 1.840 3.568  -1.4103
C 2.289 2.406 2.275  -1.0391
C 1.634 1.713 1.288  0.9964
N 1.068 0.506 1.510  1.4164
H 3.204 3.080 -1.043  0.3216
H 2.432 4.078 0.183  0.5255
H 1.667 3.880 -1.390  0.4512
H 1.673 2.010 -2.687  0.7148
H -0.081 2.188 -2.563  0.3923
H 1.223 0.062 -3.829  0.7536
H -0.462 0.060 -3.315  -0.6499
H 1.758 -0.930 -1.702  0.4165
H 1.311 -2.724 -3.009  0.4919
H -0.343 -2.147 -3.251  0.3153
H 0.755 -3.393 -0.694  0.3038
H -0.478 -4.065 -1.773  0.4714
H -1.754 -2.061 -1.371  0.1622
H -2.046 -4.018 0.214  0.4257
H -2.669 -2.418 0.632  0.3513
H -0.101 -3.729 1.623  0.4116
H -1.476 -3.173 2.568  0.5254
H 0.692 -3.151 3.860  0.4047
H -0.598 -2.166 4.537  0.3592
H 1.089 -1.749 4.840  0.4257
H 1.775 0.209 4.802  0.5208
H 2.848 2.370 4.366  0.4842
H 2.746 3.364 2.080  0.3809
N -3.366 4.368 -6.233  -0.5334
C -3.332 3.332 -5.326  1.0398
C -4.052 3.412 -4.128  -0.8264
C -3.985 2.400 -3.194  -0.3405
C -3.183 1.287 -3.435  -0.4691
C -2.487 1.180 -4.635  -0.2132
C -2.556 2.194 -5.570  -0.9322
S -3.105 -0.006 -2.251  1.3147
O -2.488 -1.142 -2.919  -0.8400
O -4.403 -0.174 -1.671  -0.7536
N -2.019 0.391 -1.104  -0.1710
C -2.366 1.231 -0.096  0.2817
N -1.526 1.056 0.946  0.5775
C -1.687 1.812 2.025  0.0669
C -2.706 2.740 2.096  -1.0908
C -3.515 2.853 0.972  -0.3764
N -3.354 2.125 -0.125  -0.3117
H -4.135 5.012 -6.164  0.2248
H -3.090 4.161 -7.178  0.2277
H -4.679 4.276 -3.941  0.2960
H -4.551 2.456 -2.276  0.5413
H -1.927 0.282 -4.854  0.5761
H -2.023 2.100 -6.509  0.3088
H -0.988 1.654 2.839  0.4643
H -2.862 3.350 2.972  0.4521
H -4.326 3.572 0.952  0.4505
N 2.424 -1.744 0.225  -0.3033
C 2.936 -2.117 1.185  -0.1510
C 3.543 -2.556 2.406  0.5449
C 4.262 -1.639 3.173  -0.2733
C 4.826 -2.047 4.369  -0.7079
C 4.674 -3.361 4.796  -0.4137
C 3.962 -4.272 4.027  -0.6250
C 3.395 -3.876 2.828  -0.4249
H 4.365 -0.618 2.830  0.5035
H 5.387 -1.342 4.967  0.4444
H 5.118 -3.678 5.730  0.4314
H 3.854 -5.295 4.361  0.4288
H 2.843 -4.579 2.218  0.4760

Forces on atoms 1 to 6 (eV/Å):
Ti 0.0 0.1 0.2
C 0.0 0.0 0.0
C 0.1 0.0 0.0
N 0.0 -0.2 0.1
C -0.1 0.0 -0.1
C 0.0 0.0 0.0

---

Entry 6:
Computed, not measured: a gas-phase ion, C3H7IN (charge +1), with ωB97M-V/def2-TZVPD.

As for the orbital gap (alpha / beta): 8.178 / 8.179 eV. The charge is +1. For the relative energy (zero: lowest compared OMol25 entry of this formula, charge and spin), the calculation gives 97.7 kcal/mol.

Last column: natural (NBO) charge in e.
Atoms and positions in Å:
C 1.259 -0.242 0.027  -0.2442
C 0.078 0.656 -0.231  -0.2711
C -0.581 -1.567 0.366  -0.2547
N -0.905 -0.084 0.661  -0.5823
I -0.461 -2.610 2.164  0.2995
H 1.973 -0.522 -0.827  0.2561
H 1.717 -0.402 0.943  0.2187
H 0.063 1.656 0.278  0.2324
H -0.420 0.687 -1.306  0.2620
H -1.077 -1.913 -0.480  0.2124
H -0.770 0.245 1.625  0.4378
H -1.861 0.378 0.536  0.4334

Forces on atoms 1 to 6 (eV/Å):
C -1.5 -2.8 -4.1
C -1.8 0.5 0.5
C 3.6 3.4 2.3
N -2.0 1.9 -0.8
I -0.3 -0.2 -0.5
H -1.4 0.6 1.2